A cluster of 2 separate species, C6H7N2O2 in total. Source: OMol25; level of theory: ωB97M-V/def2-TZVPD.

ΔE to the lowest compared entry with this formula, charge and spin	36.1	kcal/mol
electronic energy	-492.78650	a.u.
orbital gap	6.2	eV
HOMO level	-2.44	eV
E_LUMO	3.8	eV

The geometry in ORCA input format:
```
! RIJCOSX wB97M-V def2-TZVPD def2/J DEFGRID3
* xyz -1 1
C 2.0250 1.6643 -0.2815
C 1.5941 0.5901 0.5585
C 1.9660 -0.6817 0.4051
C -0.6111 -1.5231 -0.5662
C -2.7114 -0.7261 0.3989
C -1.3130 -0.3627 -0.1037
N -0.1805 -2.5092 -0.9697
N 2.8561 1.5386 -1.2521
O 0.7062 0.7426 1.5297
O 2.2718 -1.8113 0.5620
H 1.5874 2.6274 0.0278
H -3.2784 -1.2754 -0.3556
H -3.2592 0.1794 0.6556
H -2.6393 -1.3481 1.2893
H -0.7169 0.0988 0.7221
H -1.3677 0.3661 -0.9193
H 3.0709 2.4303 -1.7010
*
```